Record 1
C17H20LaN5Si as an isolated structure in a non-equilibrium geometry. Source: the Open Molecules 2025 dataset; level of theory: ωB97M-V/def2-TZVPD.

Last column: Löwdin charge in e.
Element x y z (Å)
1 La -0.026 -2.083 -0.483  1.745
2 N -2.864 -0.150 2.713  0.158
3 C -2.407 -0.546 1.556  -0.148
4 N -1.140 -0.426 1.140  -0.084
5 C -0.293 0.353 1.921  -0.294
6 N 0.944 0.598 1.536  0.088
7 N 1.250 -0.006 0.311  -0.138
8 C 2.369 0.358 -0.206  -0.058
9 C 2.893 -0.459 -1.278  -0.256
10 C 4.157 -0.227 -1.804  0.029
11 C 4.744 -1.236 -2.561  0.019
12 C 4.049 -2.413 -2.855  -0.034
13 C 2.837 -2.556 -2.332  -0.142
14 N 2.228 -1.628 -1.552  -0.079
15 C -0.749 0.926 3.147  -0.102
16 C 0.035 1.825 3.866  0.014
17 C -0.389 2.325 5.080  -0.039
18 C -1.645 2.036 5.540  -0.026
19 C -2.464 1.179 4.800  0.015
20 C -2.057 0.651 3.584  -0.131
21 H -3.821 -0.409 2.949  0.185
22 H -3.094 -1.101 0.879  0.156
23 H 2.939 1.214 0.239  0.165
24 H 4.661 0.691 -1.561  0.130
25 H 5.747 -1.098 -3.024  0.148
26 H 4.451 -3.197 -3.491  0.136
27 H 2.227 -3.425 -2.633  0.129
28 H 1.024 1.973 3.483  0.114
29 H 0.382 2.828 5.693  0.140
30 H -1.905 2.423 6.504  0.124
31 H -3.502 1.030 5.115  0.131
32 C -0.199 0.810 -3.251  -0.245
33 Si -1.271 -0.073 -2.056  0.385
34 C -1.667 -1.690 -3.086  -0.288
35 C -2.820 0.969 -1.896  -0.228
36 H -0.815 0.884 -4.156  0.049
37 H 0.718 0.220 -3.451  0.027
38 H 0.049 1.829 -2.946  0.042
39 H -0.721 -2.267 -3.214  -0.007
40 H -1.885 -1.395 -4.094  0.035
41 H -2.462 -2.398 -2.800  0.033
42 H -3.499 0.595 -1.122  0.001
43 H -3.474 1.153 -2.789  0.067
44 H -2.534 1.913 -1.416  0.034

Kohn-Sham gap = 0.2153 Ha
total energy = -1254.13263 Eh
spin multiplicity = 1
charge = +2
largest force on an atom = 0.06499 Eh/bohr

Record 2
C3H4BaO3 as an isolated structure in a non-equilibrium geometry. Source: the Open Molecules 2025 dataset; level of theory: ωB97M-V/def2-TZVPD.

Last column: Mulliken spin population.
Element x y z (Å)
1 O -1.413 -1.497 -0.225  0.000
2 C -1.804 -0.492 0.623  0.002
3 C -0.782 0.591 0.759  0.004
4 O 0.385 0.385 0.305  0.016
5 Ba 0.625 -1.596 -1.205  0.001
6 H -2.010 -0.848 1.658  0.001
7 H -2.738 0.019 0.302  0.001
8 H -0.951 1.483 1.379  -0.002
9 C 2.430 1.368 -0.606  0.901
10 O 2.655 0.381 -1.409  0.029
11 H 3.603 0.206 -1.581  0.046

Kohn-Sham gap (spin up / spin down) = 0.2678 / 0.3346 Ha
relative energy (zero: lowest compared OMol25 entry of this formula, charge and spin) = 2.1712 eV
total energy = -367.57213 Eh
spin multiplicity = 2
charge = +1
<S²> = 0.75
largest force on an atom = 0.06417 Eh/bohr

Record 3
A 2-piece molecular cluster, C3H3Cl2N overall in a non-equilibrium geometry. Source: the Open Molecules 2025 dataset; level of theory: ωB97M-V/def2-TZVPD.

Last column: natural (NBO) charge in e.
Element x y z (Å)
1 C 2.571 1.669 0.136  0.138
2 C 0.101 -0.309 -0.135  -0.754
3 C 1.576 -0.368 -0.024  0.061
4 N 2.894 2.756 0.196  -0.457
5 Cl 2.285 -0.847 -1.528  0.107
6 Cl 2.303 -1.013 1.451  0.101
7 H -0.575 -1.046 -0.661  0.279
8 H -0.188 0.646 -0.585  0.279
9 H -0.322 -0.159 0.793  0.245

Kohn-Sham gap = 0.3319 Ha
relative energy (zero: lowest compared OMol25 entry of this formula, charge and spin) = 3.5079 eV
total energy = -1091.11402 Eh
spin multiplicity = 1
largest force on an atom = 0.10658 Eh/bohr

Record 4
One molecule with the formula C6H7FN2 in a non-equilibrium geometry. Source: the Open Molecules 2025 dataset; level of theory: ωB97M-V/def2-TZVPD.

Last column: natural (NBO) charge in e.
Element x y z (Å)
1 C -0.027 1.660 -2.266  -0.321
2 C -0.394 1.277 -1.051  -0.251
3 C 0.566 0.964 0.095  0.334
4 F 1.863 0.576 -0.511  -0.391
5 N 0.078 -0.198 0.785  -0.401
6 C -0.068 -1.486 0.091  -0.103
7 C -0.493 -2.269 1.125  -0.079
8 N -0.488 -1.639 2.343  -0.455
9 C -0.192 -0.422 2.127  0.178
10 H -0.641 1.723 -3.152  0.202
11 H 0.924 1.932 -2.524  0.193
12 H -1.404 1.002 -0.936  0.215
13 H 0.838 1.783 0.757  0.203
14 H 0.212 -1.628 -0.927  0.242
15 H -0.745 -3.345 0.986  0.208
16 H -0.028 0.069 3.059  0.225

Kohn-Sham gap = 0.3736 Ha
relative energy (zero: lowest compared OMol25 entry of this formula, charge and spin) = 1.4545 eV
total energy = -442.14055 Eh
spin multiplicity = 1
largest force on an atom = 0.08008 Eh/bohr

Record 5
One molecule with the formula C4H10S2 in a non-equilibrium geometry. Source: the Open Molecules 2025 dataset; level of theory: ωB97M-V/def2-TZVPD.

Last column: natural (NBO) charge in e.
Element x y z (Å)
1 C 0.329 1.820 -1.827  -0.615
2 C 0.566 0.328 -1.764  -0.408
3 C -0.581 -0.356 -0.985  -0.496
4 S -0.693 0.207 0.766  0.033
5 S -0.730 -1.649 1.628  0.071
6 C 0.022 -1.355 3.224  -0.753
7 H 0.259 2.206 -0.801  0.208
8 H 1.214 2.329 -2.213  0.216
9 H -0.589 2.082 -2.328  0.209
10 H 0.465 -0.129 -2.754  0.205
11 H 1.467 0.035 -1.249  0.211
12 H -1.566 -0.103 -1.383  0.209
13 H -0.512 -1.442 -0.966  0.230
14 H 1.045 -1.035 3.060  0.224
15 H -0.571 -0.655 3.812  0.221
16 H -0.125 -2.282 3.780  0.236

Kohn-Sham gap = 0.3159 Ha
relative energy (zero: lowest compared OMol25 entry of this formula, charge and spin) = 0.5642 eV
total energy = -954.76284 Eh
spin multiplicity = 1
largest force on an atom = 0.04174 Eh/bohr

Record 6
A 10-piece molecular cluster, C8H33F3N7O12S overall in a non-equilibrium geometry. Source: the Open Molecules 2025 dataset; level of theory: ωB97M-V/def2-TZVPD.

Last column: natural (NBO) charge in e.
Element x y z (Å)
1 C 7.744 -27.245 -12.163  0.750
2 F 8.516 -27.496 -13.241  -0.299
3 F 7.103 -26.075 -12.334  -0.310
4 F 6.862 -28.232 -11.932  -0.334
5 S 8.849 -27.065 -10.592  2.317
6 O 7.887 -26.919 -9.499  -1.015
7 O 9.650 -28.311 -10.450  -1.007
8 O 9.748 -25.915 -10.839  -0.992
9 C 4.606 -35.067 -12.110  -0.611
10 C 5.157 -33.824 -12.707  -0.073
11 C 6.372 -33.175 -12.083  -0.075
12 O 5.876 -32.378 -11.022  -0.538
13 C 5.959 -30.973 -11.390  -0.266
14 N 5.416 -34.149 -14.106  -0.869
15 H 3.627 -35.265 -12.547  0.204
16 H 4.344 -34.803 -11.086  0.210
17 H 5.321 -35.890 -12.091  0.205
18 H 4.335 -33.108 -12.721  0.170
19 H 7.005 -32.682 -12.821  0.182
20 H 6.961 -33.989 -11.661  0.173
21 H 6.985 -30.629 -11.524  0.174
22 H 5.591 -30.408 -10.534  0.197
23 H 5.445 -30.672 -12.303  0.167
24 H 5.234 -33.254 -14.538  0.393
25 H 4.692 -34.736 -14.495  0.338
26 O 12.200 -28.136 -10.665  -0.964
27 H 11.243 -28.175 -10.665  0.484
28 H 12.426 -27.804 -9.796  0.449
29 O 12.059 -25.477 -12.200  -0.954
30 H 12.440 -24.869 -11.565  0.451
31 H 11.243 -25.769 -11.792  0.491
32 O 8.141 -25.826 -6.848  -0.991
33 H 7.268 -25.443 -6.931  0.490
34 H 8.286 -26.276 -7.681  0.469
35 O 9.041 -23.388 -11.462  -0.966
36 H 8.246 -23.180 -10.972  0.455
37 H 9.347 -24.213 -11.085  0.494
38 O 9.116 -29.331 -7.788  -0.941
39 H 8.737 -28.650 -8.343  0.483
40 H 9.183 -30.096 -8.358  0.455
41 C 4.851 -25.928 -8.047  0.763
42 O 5.760 -25.252 -7.480  -0.718
43 N 5.192 -26.602 -9.099  -0.819
44 N 3.564 -25.937 -8.002  -0.811
45 H 4.478 -27.063 -9.645  0.356
46 H 6.180 -26.729 -9.266  0.442
47 H 3.026 -26.524 -8.624  0.390
48 H 3.159 -25.498 -7.187  0.398
49 C 10.218 -30.300 -13.290  0.738
50 O 10.593 -29.164 -13.424  -0.646
51 N 10.395 -31.172 -14.204  -0.829
52 N 9.691 -30.783 -12.160  -0.856
53 H 10.037 -32.116 -14.189  0.387
54 H 10.707 -30.761 -15.072  0.401
55 H 9.502 -31.765 -12.012  0.371
56 H 9.535 -30.278 -11.300  0.432
57 C 6.360 -30.894 -15.103  0.760
58 O 5.272 -31.429 -14.868  -0.722
59 N 7.044 -30.918 -16.195  -0.823
60 N 6.900 -30.066 -14.254  -0.819
61 H 7.994 -30.617 -16.359  0.403
62 H 6.559 -31.343 -16.972  0.399
63 H 7.757 -29.594 -14.501  0.395
64 H 6.522 -29.907 -13.331  0.412

Kohn-Sham gap = 0.3363 Ha
total energy = -2308.70829 Eh
spin multiplicity = 1
charge = -1
largest force on an atom = 0.12019 Eh/bohr

Record 7
One molecule with the formula C5H13NO in a non-equilibrium geometry. Source: the Open Molecules 2025 dataset; level of theory: ωB97M-V/def2-TZVPD.

Last column: natural (NBO) charge in e.
Element x y z (Å)
1 C -1.308 2.115 1.165  -0.614
2 C -0.052 1.539 1.803  -0.422
3 C 0.788 0.881 0.701  -0.210
4 N -0.090 -0.224 -0.036  -0.626
5 C 0.909 -1.013 -1.048  -0.274
6 C 0.348 -2.406 -1.553  -0.088
7 O -0.987 -2.596 -2.190  -0.731
8 H -1.090 2.401 0.179  0.204
9 H -1.787 3.044 1.541  0.210
10 H -2.133 1.448 1.136  0.216
11 H 0.633 2.135 2.397  0.216
12 H -0.395 0.733 2.492  0.197
13 H 1.860 0.582 1.078  0.175
14 H 1.056 1.631 -0.016  0.185
15 H -0.311 -1.011 0.619  0.350
16 H 1.980 -1.043 -0.858  0.208
17 H 0.798 -0.492 -2.026  0.186
18 H 0.115 -3.234 -0.684  0.166
19 H 0.982 -2.908 -2.302  0.191
20 H -1.316 -1.584 -2.396  0.463

Kohn-Sham gap = 0.3925 Ha
relative energy (zero: lowest compared OMol25 entry of this formula, charge and spin) = 3.4055 eV
total energy = -328.19370 Eh
spin multiplicity = 1
largest force on an atom = 0.11344 Eh/bohr

Record 8
C8H3NO4ReS3 as an isolated structure in a non-equilibrium geometry. Source: the Open Molecules 2025 dataset; level of theory: ωB97M-V/def2-TZVPD.

Last column: Mulliken spin population.
Element x y z (Å)
1 Re -1.582 -0.563 0.047  1.017
2 O 0.702 -1.232 -3.268  0.015
3 C 0.205 -0.900 -2.221  -0.001
4 O -0.981 -1.194 -1.799  -0.009
5 C 0.966 0.008 -1.233  -0.007
6 C 2.178 0.648 -1.448  0.000
7 C 2.641 1.530 -0.476  -0.005
8 C 1.880 1.763 0.665  -0.001
9 C 0.679 1.086 0.809  -0.009
10 N 0.267 0.222 -0.120  -0.005
11 C -0.368 1.277 1.927  0.001
12 O -0.150 2.003 2.864  0.017
13 O -1.456 0.617 1.699  -0.007
14 H 2.722 0.440 -2.356  0.000
15 H 3.574 2.053 -0.620  0.000
16 H 2.188 2.446 1.442  0.000
17 S -4.391 -3.760 1.751  -0.044
18 C -3.463 -2.606 1.053  0.018
19 S -3.916 -1.170 0.231  0.002
20 S -1.694 -2.669 1.052  0.019

Kohn-Sham gap (spin up / spin down) = 0.2315 / 0.2517 Ha
total energy = -1935.26035 Eh
spin multiplicity = 2
<S²> = 0.76
largest force on an atom = 0.08915 Eh/bohr